1.
This record from the Open Molecules 2025 dataset describes C29H28ClF3IIrN2O8P as an isolated structure. The level of theory is ωB97M-V with the def2-TZVPD basis set.

Output
Spin multiplicity: 2
E_tot, eV: -90794.8045
ΔE to the lowest compared entry with this formula, charge and spin, kJ/mol: 54.29
HOMO-LUMO gap (alpha / beta), eV: 7.08 / 5.96
Lowest unoccupied orbital energy (alpha / beta), eV: -0.53 / -1.58
E_HOMO (alpha / beta), eV: -7.606 / -7.538

Geometry as XYZ:
```
74
C29H28ClF3IIrN2O8P (ωB97M-V with the def2-TZVPD basis set)
Ir 0.3794 -0.6021 0.1341
O -1.4009 -2.3276 3.3284
C -0.8587 -2.0419 2.2877
O -0.8078 -0.8378 1.7811
C -0.2025 -3.1214 1.4459
C -0.2223 -4.4457 1.8314
C 0.3509 -5.3847 0.9862
C 0.9210 -4.9694 -0.2072
C 0.9160 -3.6221 -0.5231
N 0.3530 -2.7340 0.2920
H -0.6835 -4.7025 2.7741
H 0.3548 -6.4320 1.2574
H 1.3773 -5.6737 -0.8877
H 1.3704 -3.2215 -1.4184
Cl -4.4559 0.4429 -5.0885
C -3.1709 0.6954 -3.9440
C -2.4105 1.8243 -4.0145
C -1.3795 2.0610 -3.0911
I -0.2457 3.7877 -3.2582
C -1.0691 1.1530 -2.0950
O -0.1253 1.3492 -1.2310
C -1.8694 -0.0313 -2.0334
N -1.5599 -0.9051 -1.0372
C -2.3227 -1.9650 -0.8700
C -3.4082 -2.2643 -1.7009
C -3.7009 -1.4286 -2.7417
C -2.9328 -0.2650 -2.9319
H -2.6082 2.5539 -4.7879
H -2.0897 -2.6225 -0.0463
H -3.9910 -3.1535 -1.5079
H -4.5216 -1.6384 -3.4136
F 3.0526 0.1843 1.0442
C 2.1819 -0.8374 1.1230
F 2.0140 -1.1124 2.4463
F 2.8684 -1.9108 0.6514
C -3.1703 1.8606 2.1199
C -2.2427 1.8372 0.9305
O -0.9178 2.1850 1.3735
P 0.4727 1.4971 1.0923
O 1.0832 1.4905 2.5496
C 0.3647 1.2284 3.7770
C 0.5117 2.4279 4.6808
O 1.4369 2.4867 0.3623
C 1.8572 3.7552 0.9245
C 0.9398 4.8628 0.4642
H -4.1942 1.6898 1.7836
H -3.1332 2.8259 2.6252
H -2.9061 1.0736 2.8268
H -2.5219 2.5682 0.1712
H -2.2219 0.8522 0.4770
H 0.8128 0.3334 4.2045
H -0.6774 1.0160 3.5556
H 1.5625 2.6384 4.8818
H 0.0119 2.2362 5.6314
H 0.0564 3.3083 4.2251
H 2.8725 3.8924 0.5577
H 1.8907 3.6733 2.0096
H 0.8584 4.8638 -0.6221
H 1.3421 5.8242 0.7883
H -0.0590 4.7452 0.8843
O 0.4624 -0.6939 -3.3634
C 1.5035 -0.7347 -2.7381
O 1.6213 -0.8501 -1.4408
C 2.8366 -0.6272 -3.4312
C 2.8647 -0.6609 -4.8215
C 4.0711 -0.5650 -5.4959
C 5.2554 -0.4275 -4.7829
C 5.2295 -0.3873 -3.3959
C 4.0227 -0.4884 -2.7187
H 1.9276 -0.7573 -5.3534
H 4.0889 -0.5934 -6.5778
H 6.1981 -0.3493 -5.3098
H 6.1508 -0.2740 -2.8389
H 3.9919 -0.4574 -1.6384
```

***

2.
This record from the Open Molecules 2025 dataset describes C29H28F2N3S5SeV as an isolated structure. The level of theory is ωB97M-V with the def2-TZVPD basis set.

Output
Total charge: -1
Spin multiplicity: 2
E_tot, eV: -185647.1430
ΔE to the lowest compared entry with this formula, charge and spin, kJ/mol: 40.41
HOMO-LUMO gap (alpha / beta), eV: 5.92 / 4.80
Lowest unoccupied orbital energy (alpha / beta), eV: 2.19 / 2.19
E_HOMO (alpha / beta), eV: -3.734 / -2.605

Geometry as XYZ:
```
69
C29H28F2N3S5SeV (ωB97M-V with the def2-TZVPD basis set)
V 0.4475 0.1697 -0.1706
S -1.0752 -3.2416 6.1684
C -0.7016 -2.4768 4.7388
S -1.5248 -2.7468 3.2564
C -0.6085 -1.6606 2.2415
C 0.3719 -0.9789 2.8760
S 1.4688 0.1524 2.1085
S 0.5575 -1.3200 4.5748
S -1.0144 -1.5287 0.5372
F -0.4755 -2.0464 -5.1472
C -0.6735 -1.0242 -4.2696
C -0.1141 -1.0816 -3.0262
C -0.2934 -0.0363 -2.0896
C -1.1168 1.0525 -2.5213
C -1.6584 1.0482 -3.8123
F -2.4361 2.0886 -4.2327
C -1.4589 0.0392 -4.7169
C -1.3573 2.0836 -1.5340
C -2.1217 3.2573 -1.6668
C -2.2494 4.1197 -0.6033
C -1.6294 3.8292 0.6153
C -0.8954 2.6722 0.6989
N -0.7490 1.8353 -0.3443
H 0.4680 -1.9619 -2.7701
H -1.8906 0.0605 -5.7051
H -2.6066 3.4711 -2.6038
H -2.8374 5.0227 -0.7136
H -1.7193 4.4789 1.4742
H -0.3859 2.3703 1.6069
C 4.7633 2.0719 -3.5691
C 5.7427 1.9162 -2.4119
C 5.4514 2.8697 -1.2540
C 4.2463 2.4644 -0.4092
N 4.4737 1.2209 0.3153
C 3.8973 0.0212 0.0650
Se 2.7182 -0.3498 -1.3419
N 4.3607 -0.8622 0.9709
C 3.9856 -2.2686 1.0939
C 5.1216 -3.1958 0.6752
C 5.4665 -3.1207 -0.8118
C 4.4275 -3.8015 -1.6949
C 5.2220 -0.2184 1.8406
C 5.9124 -0.6667 2.9583
C 6.6927 0.2591 3.6289
C 6.7749 1.5887 3.2057
C 6.0777 2.0384 2.0973
C 5.3013 1.1074 1.4214
H 5.0600 1.4598 -4.4212
H 4.7221 3.1114 -3.9037
H 3.7584 1.7594 -3.2858
H 6.7616 2.0937 -2.7656
H 5.7203 0.8841 -2.0487
H 5.2492 3.8692 -1.6516
H 6.3286 2.9627 -0.6087
H 3.3601 2.3116 -1.0252
H 4.0124 3.2277 0.3367
H 3.0891 -2.4105 0.4928
H 3.6887 -2.4179 2.1329
H 4.8118 -4.2158 0.9220
H 6.0076 -2.9856 1.2802
H 6.4431 -3.5854 -0.9729
H 5.5745 -2.0726 -1.1094
H 4.2774 -4.8379 -1.3835
H 4.7404 -3.8086 -2.7397
H 3.4657 -3.2913 -1.6484
H 5.8291 -1.6891 3.2980
H 7.2449 -0.0502 4.5059
H 7.3904 2.2827 3.7619
H 6.1260 3.0713 1.7822
```

***

3.
This record from the Open Molecules 2025 dataset describes C29H28F6N8O3PRbSSbSe2 as an isolated structure. The level of theory is ωB97M-V with the def2-TZVPD basis set.

Output
Spin multiplicity: 2
E_tot, eV: -222909.4094
ΔE to the lowest compared entry with this formula, charge and spin, kJ/mol: 120.86
HOMO-LUMO gap (alpha / beta), eV: 5.62 / 5.62
Lowest unoccupied orbital energy (alpha / beta), eV: -2.13 / -2.13
E_HOMO (alpha / beta), eV: -7.748 / -7.743

Geometry as XYZ:
```
80
C29H28F6N8O3PRbSSbSe2 (ωB97M-V with the def2-TZVPD basis set)
Rb -0.7073 -1.0604 0.4481
O -4.8109 -3.2640 -0.4081
C -3.5961 -3.1091 -0.2076
N -2.5786 -2.7037 -0.9065
C -2.8051 -2.4842 -2.3195
C -1.8596 -1.4953 -2.9649
C -2.2998 -0.7564 -4.0576
C -1.3845 -0.0092 -4.7800
C -0.0607 -0.0080 -4.3763
C 0.2766 -0.7208 -3.2356
N -0.5941 -1.4506 -2.5414
C -3.1163 -3.6680 1.1404
C -2.8719 -5.0441 1.2166
C -2.4330 -5.6077 2.3897
C -2.2375 -4.8132 3.5290
C -2.5177 -3.4842 3.4371
N -2.9330 -2.9630 2.2604
H -3.8388 -2.2032 -2.5420
H -2.6256 -3.4340 -2.8454
H -3.3424 -0.7922 -4.3465
H -1.7012 0.5581 -5.6465
H 0.6988 0.5414 -4.9154
H 1.2960 -0.7312 -2.8642
H -3.0332 -5.6265 0.3210
H -2.2354 -6.6706 2.4353
H -1.8724 -5.2203 4.4591
H -2.4113 -2.7762 4.2478
Se 1.9006 1.4862 -0.0019
P 0.4569 2.9207 -0.8674
Se -1.4441 2.1769 -1.4001
C 1.4347 3.4985 -2.2911
C 0.9671 3.2993 -3.5838
C 1.7302 3.7159 -4.6656
C 2.9572 4.3274 -4.4590
C 3.4243 4.5316 -3.1659
C 2.6663 4.1193 -2.0849
C 0.3594 4.3584 0.2497
C 1.3266 4.6201 1.2138
C 1.2062 5.7303 2.0380
C 0.1224 6.5847 1.9000
C -0.8420 6.3300 0.9337
C -0.7275 5.2203 0.1120
H 0.0080 2.8171 -3.7263
H 1.3641 3.5594 -5.6721
H 3.5519 4.6466 -5.3048
H 4.3806 5.0104 -3.0022
H 3.0348 4.2831 -1.0788
H 2.1611 3.9425 1.3421
H 1.9593 5.9230 2.7913
H 0.0277 7.4504 2.5434
H -1.6882 6.9956 0.8214
H -1.4873 5.0004 -0.6277
F 1.8364 -1.4756 1.5569
Sb 1.5149 -1.8832 3.3877
F 0.6063 -3.4587 2.8269
F 3.1484 -2.8342 3.4099
F 1.1489 -2.2853 5.1899
F 2.3511 -0.2588 3.8818
F -0.1609 -0.9920 3.2485
S 3.5233 -1.9639 -1.7058
C 2.7774 -3.2877 -1.0417
N 3.0817 -3.6446 0.2600
C 2.5453 -4.6955 0.9029
C 1.6553 -5.4849 0.2461
C 1.3435 -5.0890 -1.0730
N 1.8585 -4.0629 -1.6916
H 3.6953 -3.0097 0.7536
H 2.8506 -4.8340 1.9298
H 1.2002 -6.3394 0.7196
H 0.6128 -5.6577 -1.6424
O -3.4908 -0.8258 1.5188
N -3.3674 -1.4127 2.4868
N 0.7407 2.2036 3.8173
C -0.2075 2.1958 2.8475
N -1.2539 3.0533 2.9885
O -0.1346 1.4520 1.8684
H 0.5917 2.6844 4.6857
H 1.3916 1.4298 3.8097
H -1.2692 3.7642 3.6963
H -1.8449 3.1608 2.1807
```